{
  "formula": "C50H53LuN9O2S",
  "method": "ωB97M-V/def2-TZVPD",
  "elements": ["Lu", "C", "N", "C", "C", "C", "C", "C", "C", "N", "C", "C", "C", "C", "C", "C", "N", "C", "C", "C", "C", "C", "N", "H", "H", "H", "H", "H", "H", "H", "H", "H", "H", "H", "H", "H", "H", "H", "H", "H", "H", "C", "C", "C", "C", "C", "C", "N", "N", "C", "C", "C", "C", "C", "N", "H", "H", "H", "H", "H", "H", "H", "H", "H", "C", "C", "C", "C", "C", "C", "C", "O", "C", "C", "C", "H", "H", "H", "H", "H", "H", "H", "H", "H", "H", "H", "H", "C", "C", "C", "N", "C", "S", "N", "C", "O", "C", "C", "C", "C", "C", "C", "H", "H", "H", "H", "H", "H", "H", "H", "H", "H", "H", "H", "H", "H"],
  "coordinates": [[-1.607459, 0.174068, 0.836478], [-4.861981, 1.127327, 0.915146], [-3.980150, 0.398067, 1.849354], [-3.897176, 1.124656, 3.127243], [-2.891698, 2.255912, 3.117051], [-3.048231, 3.306080, 4.015466], [-2.085330, 4.299593, 4.067712], [-1.000717, 4.213644, 3.206408], [-0.924087, 3.139269, 2.339108], [-1.843226, 2.165445, 2.286443], [-4.567937, -0.934336, 2.042287], [-4.360670, -1.806733, 0.825219], [-5.072542, -2.992772, 0.694652], [-4.922882, -3.749717, -0.454392], [-4.084629, -3.272475, -1.453427], [-3.396179, -2.095251, -1.233112], [-3.494460, -1.377866, -0.107610], [-4.208745, 2.241066, 0.142299], [-4.923485, 3.409296, -0.091963], [-4.406795, 4.369365, -0.946790], [-3.183877, 4.112511, -1.543634], [-2.523614, 2.935657, -1.235010], [-3.003373, 2.001155, -0.401888], [-5.741396, 1.518818, 1.442085], [-5.222423, 0.417507, 0.160187], [-3.582618, 0.430231, 3.915540], [-4.881405, 1.520952, 3.415587], [-3.905515, 3.343588, 4.671156], [-2.182816, 5.122346, 4.758841], [-0.228496, 4.965000, 3.211571], [-0.098335, 3.057417, 1.641366], [-5.646112, -0.862883, 2.246828], [-4.109494, -1.409249, 2.912920], [-5.746679, -3.305770, 1.476976], [-5.460014, -4.675787, -0.575774], [-3.976458, -3.796086, -2.388345], [-2.751644, -1.693602, -2.004214], [-5.887881, 3.554180, 0.371492], [-4.953402, 5.278393, -1.149914], [-2.748296, 4.808869, -2.239755], [-1.569391, 2.729650, -1.696571], [0.675702, -0.576746, -4.639791], [-0.327776, 0.156896, -4.016877], [-0.661364, -0.102730, -2.703234], [0.014151, -1.116181, -2.000544], [1.034639, -1.845778, -2.635034], [1.356806, -1.574439, -3.947103], [-0.431811, -1.411095, -0.713987], [-0.113277, -2.590616, -0.334511], [-0.661390, -3.124944, 0.795168], [-0.448085, -4.498341, 0.964484], [-1.057844, -5.149014, 2.019883], [-1.798438, -4.387542, 2.910946], [-1.929274, -3.023526, 2.683979], [-1.415084, -2.386982, 1.638146], [0.921375, -0.369492, -5.670007], [-0.854274, 0.921327, -4.567748], [-1.469583, 0.438076, -2.215827], [1.555527, -2.602359, -2.070244], [2.134872, -2.137785, -4.440995], [0.168769, -5.012740, 0.248006], [-0.951859, -6.214734, 2.151829], [-2.266066, -4.831179, 3.774161], [-2.470569, -2.420786, 3.402057], [3.685186, -4.549089, 1.017859], [2.871246, -3.594637, 1.811281], [2.866674, -2.230089, 1.515849], [2.040794, -1.360468, 2.188802], [2.123242, 0.113440, 1.940462], [1.183145, -1.844808, 3.212095], [0.101871, -1.031596, 3.679497], [-0.514301, -0.206290, 2.977219], [1.329613, -3.185159, 3.650441], [0.664836, -3.750148, 4.862023], [2.133497, -4.033439, 2.907031], [3.948239, -4.141118, 0.046744], [3.167645, -5.497406, 0.895489], [4.614010, -4.761201, 1.548828], [3.545312, -1.864803, 0.758671], [3.091661, 0.363381, 1.513663], [2.011604, 0.667708, 2.870155], [1.327652, 0.444691, 1.262675], [-0.254082, -1.200176, 4.705565], [-0.170196, -3.167852, 5.232507], [1.413783, -3.798326, 5.653913], [0.336755, -4.772293, 4.680617], [2.206384, -5.070888, 3.198926], [4.102160, 5.203737, -2.290081], [2.950748, 4.799107, -3.206805], [1.939873, 3.894056, -2.510399], [2.534416, 2.597712, -2.255861], [2.023836, 1.649240, -1.501168], [0.568025, 1.913207, -0.663318], [2.666684, 0.459173, -1.346161], [3.967376, 0.004095, -1.694163], [4.420728, -0.860431, -0.986440], [4.636359, 0.529148, -2.890251], [6.025856, 0.674482, -2.868244], [6.700877, 1.053024, -4.013741], [6.004598, 1.253051, -5.196183], [4.627467, 1.089459, -5.231228], [3.939130, 0.739567, -4.086176], [4.818338, 5.805326, -2.843138], [4.626605, 4.339383, -1.885116], [3.735304, 5.802576, -1.459879], [3.333906, 4.294482, -4.098306], [2.433809, 5.700984, -3.536077], [1.050880, 3.757289, -3.136197], [1.622040, 4.331860, -1.560390], [3.414408, 2.414758, -2.734448], [2.278587, -0.136986, -0.619907], [6.560316, 0.487350, -1.949763], [7.771450, 1.172095, -3.991265], [6.534837, 1.517851, -6.096157], [4.091903, 1.225097, -6.157776], [2.871386, 0.573046, -4.121449]],
  "atomic_forces_ev_per_a": [[-0.84, -0.15, 0.59], [-0.06, 0.15, -0.47], [0.50, 0.00, -0.08], [0.18, 0.14, 0.31], [-0.24, 0.03, 0.11], [0.14, -0.11, -0.22], [0.07, -0.16, -0.17], [-0.12, -0.12, 0.02], [0.18, 0.20, -0.06], [-0.02, -0.19, -0.06], [0.03, -0.25, 0.05], [-0.11, -0.04, -0.09], [0.11, 0.23, -0.05], [0.21, 0.19, -0.01], [-0.08, 0.06, 0.14], [0.03, -0.05, -0.27], [0.19, 0.18, 0.37], [-0.23, 0.09, 0.08], [0.15, -0.20, 0.01], [0.15, -0.16, 0.00], [-0.14, -0.10, 0.14], [0.04, 0.07, -0.26], [0.22, -0.23, 0.15], [0.12, -0.14, 0.02], [0.02, 0.10, 0.20], [-0.07, -0.02, -0.14], [0.15, -0.14, 0.00], [-0.10, -0.06, 0.00], [0.00, 0.08, 0.06], [0.10, 0.05, -0.06], [0.02, 0.00, 0.06], [0.13, 0.00, 0.04], [-0.08, 0.12, -0.03], [-0.10, 0.00, 0.09], [-0.10, -0.12, -0.04], [0.05, -0.05, -0.12], [0.07, -0.05, 0.02], [-0.05, -0.03, 0.07], [-0.01, 0.06, -0.02], [0.11, 0.07, -0.08], [0.06, -0.01, 0.06], [-0.13, -0.01, 0.14], [0.04, 0.00, -0.16], [0.13, -0.57, 0.49], [0.28, 0.40, -1.50], [-0.34, 0.16, 0.32], [-0.10, 0.04, -0.08], [-0.02, -1.86, 1.62], [0.03, 1.80, -1.90], [-0.71, -0.44, 1.44], [-0.09, 0.56, -0.12], [-0.20, 0.20, 0.18], [0.07, -0.07, -0.28], [-0.09, 0.03, 0.09], [0.22, 0.03, -0.65], [0.04, 0.00, -0.12], [-0.07, 0.06, -0.04], [0.06, -0.02, -0.12], [0.09, -0.12, -0.04], [0.06, -0.03, 0.00], [0.09, -0.07, -0.12], [0.05, -0.09, 0.03], [-0.08, -0.05, 0.10], [-0.01, 0.03, 0.01], [0.26, -0.11, 0.00], [-0.35, 0.11, 0.39], [0.00, -0.09, 0.01], [-0.19, -0.01, 0.25], [-0.09, -0.02, -0.14], [0.61, -0.32, -0.35], [-0.23, 0.00, 0.12], [-0.16, 0.07, -0.22], [-0.14, 0.33, -0.15], [0.09, -0.07, 0.23], [0.21, 0.11, -0.15], [0.02, 0.00, -0.10], [-0.02, -0.09, -0.06], [0.09, -0.05, -0.01], [0.03, 0.12, -0.06], [0.02, 0.07, -0.10], [0.00, 0.11, -0.03], [0.37, 0.11, 0.13], [-0.08, 0.13, -0.13], [-0.13, -0.02, 0.07], [-0.04, -0.01, 0.12], [-0.05, 0.01, 0.05], [-0.02, -0.16, 0.07], [-0.11, -0.01, -0.21], [0.07, -0.02, 0.28], [-0.34, 0.57, -0.20], [0.29, -0.41, 0.13], [0.25, -0.04, -0.05], [-0.65, 0.44, 0.49], [-0.07, -0.19, 0.16], [-0.20, -0.04, 0.14], [0.19, -0.03, -0.04], [0.37, 0.08, -0.48], [-0.21, -0.03, 0.13], [-0.02, 0.00, -0.02], [-0.01, -0.03, 0.07], [-0.06, 0.06, -0.07], [0.06, -0.20, 0.21], [0.11, 0.02, 0.03], [0.10, -0.05, 0.05], [-0.01, 0.03, 0.12], [-0.06, 0.04, -0.08], [-0.06, -0.10, -0.10], [0.02, 0.00, 0.09], [0.00, -0.02, -0.07], [-0.17, -0.03, 0.17], [0.05, 0.24, -0.20], [0.07, -0.04, 0.09], [0.14, 0.02, 0.01], [0.08, 0.06, -0.11], [-0.05, 0.01, -0.11], [0.00, 0.09, 0.00]],
  "mulliken_charge": [2.70, -1.10, 0.75, -1.36, 0.79, -1.12, -0.57, -1.12, -0.38, 0.65, -1.59, 0.86, -1.23, -0.75, -1.00, -0.38, 0.80, 0.85, -1.27, -0.65, -1.27, 0.04, 0.43, 0.38, 0.48, 0.43, 0.54, 0.57, 0.47, 0.53, 0.50, 0.60, 0.42, 0.60, 0.49, 0.57, 0.43, 0.52, 0.48, 0.52, 0.22, -0.95, -1.22, 0.23, -0.81, -0.43, -0.61, 2.26, -0.75, -0.80, -0.49, -0.83, -1.51, -0.67, 1.64, 0.46, 0.53, 0.72, 0.61, 0.46, 0.67, 0.56, 0.61, 0.43, -1.96, 0.28, -0.62, 1.15, -1.92, 0.91, -0.94, -0.25, 0.27, -1.92, -0.52, 0.36, 0.46, 0.39, 0.97, 0.73, 0.44, 0.09, 0.46, 0.33, 0.51, 0.39, 0.50, -1.11, -0.78, -0.64, 0.46, -0.07, -0.03, 1.19, 0.75, -0.53, -0.35, -0.72, -0.73, -0.59, -1.05, 0.36, 0.37, 0.26, 0.32, 0.36, 0.41, 0.30, 0.44, 0.14, -1.45, 0.53, 0.48, 0.45, 0.49, 0.69],
  "homo_lumo_gap_ev": 6.6,
  "homo_energy_ev": -15.52,
  "de_lowest_kj_mol": 0.0,
  "total_energy_ha": -4213.493865,
  "total_charge": 3
}